Entry 1:
One molecule with the formula C4H7NO2 at a distorted geometry. Source: the Open Molecules 2025 dataset; level of theory: ωB97M-V/def2-TZVPD.

Relative energy (zero: lowest compared OMol25 entry of this formula, charge and spin)   584.7 kJ/mol
SMILES string   C/C(=N\O)[C@H]1CO1
Gap between HOMO and LUMO   0.397 Ha
DFT total energy   -9841.2197 eV

```
! wB97M-V def2-TZVPD RIJCOSX def2/J DEFGRID3
* xyz 0 1
C 0.7960 1.4329 0.5502
C 0.3792 -0.3105 0.2662
N 0.5184 -1.4832 0.7556
O 1.1889 -1.4604 1.9703
C -0.2470 -0.1824 -1.0092
C -1.6277 -0.3583 -1.2648
O -1.1534 0.9306 -0.9852
H 1.8407 1.2419 0.7294
H 0.6501 2.3248 -0.1037
H 0.2487 1.5594 1.4740
H 1.2354 -2.3988 2.1984
H 0.2368 -0.0994 -1.9579
H -2.0199 -0.4595 -2.2643
H -2.0462 -0.7370 -0.3591
*
```



Entry 2:
One molecule with the formula CH3N4P at a distorted geometry. Source: the Open Molecules 2025 dataset; level of theory: ωB97M-V/def2-TZVPD.

Relative energy (zero: lowest compared OMol25 entry of this formula, charge and spin)   38.4 kJ/mol
SMILES string   NP1=CN=NN=1
Gap between HOMO and LUMO   0.295 Ha
DFT total energy   -16331.5218 eV

```
! wB97M-V def2-TZVPD RIJCOSX def2/J DEFGRID3
* xyz 0 1
C -0.8347 -1.0191 -0.3524
N -1.2828 -1.3355 0.8213
N -0.7685 -0.6045 1.7673
N -0.2664 0.5121 1.4875
N 1.4145 0.9108 -0.4901
P -0.2537 0.6659 -0.2511
H -1.2990 -1.6333 -1.1272
H 1.4920 0.7528 -1.6139
H 1.7986 1.7509 -0.2414
*
```



Entry 3:
C31H20Br4N9O3PtS as an isolated structure at a distorted geometry. Source: the Open Molecules 2025 dataset; level of theory: ωB97M-V/def2-TZVPD.

Relative energy (zero: lowest compared OMol25 entry of this formula, charge and spin)   9.9 kJ/mol
Gap between HOMO and LUMO   0.248 Ha
DFT total energy   -346271.6222 eV

```
! wB97M-V def2-TZVPD RIJCOSX def2/J DEFGRID3
* xyz 1 1
Pt -0.6936 -1.5619 -1.9567
S -2.2451 -3.1526 -2.7491
C -2.6036 -1.7884 -3.7867
C -3.5113 -1.6309 -4.8233
C -3.5382 -0.4084 -5.4682
C -2.6796 0.6254 -5.0855
C -1.8003 0.4092 -4.0501
N -1.7937 -0.7778 -3.4363
H -4.1599 -2.4471 -5.1066
H -4.2313 -0.2508 -6.2839
H -2.6893 1.5785 -5.5924
H -1.0906 1.1458 -3.6959
Br 5.2829 -0.2388 -5.2017
C 3.7773 -0.1090 -4.0872
C 3.6221 0.9842 -3.2287
Br 4.9055 2.3541 -3.1816
C 2.5068 1.0514 -2.4009
Br 2.1915 2.4677 -1.1991
C 1.5530 0.0436 -2.4285
O 0.4694 0.0594 -1.6417
C 1.6911 -1.0274 -3.2946
O 0.7275 -1.9788 -3.3085
C 2.8093 -1.1095 -4.1142
Br 2.9208 -2.6256 -5.2201
C 1.5984 -3.5707 2.6528
N 1.2813 -3.3251 1.2425
C 0.2504 -2.6693 0.7371
N 0.3996 -2.6067 -0.5807
C 1.5789 -3.2512 -0.8278
N 2.1332 -3.6981 0.2658
C 2.3791 -2.4227 3.2403
C 3.6973 -2.5762 3.6441
C 4.3949 -1.4946 4.1712
C 3.7907 -0.2543 4.2763
C 2.4710 -0.0979 3.8588
C 1.7689 -1.1838 3.3586
C 1.8210 1.2068 3.9222
N 2.2095 2.2918 4.4914
N 1.2358 3.2448 4.2239
C 0.3381 2.6585 3.5143
O 0.6335 1.3560 3.2804
C -0.8788 3.2102 2.9260
C -1.1667 4.5612 3.0752
C -2.3002 5.0835 2.4741
C -3.1292 4.2707 1.7171
C -2.8471 2.9159 1.5720
C -3.7948 2.0781 0.7431
N -3.2369 0.7980 0.3055
C -2.1387 0.5691 -0.3972
N -2.0195 -0.7442 -0.5682
C -3.1092 -1.2779 0.0539
N -3.8591 -0.3661 0.6087
C -1.7260 2.3865 2.1885
H 2.1618 -4.4992 2.6883
H 0.6501 -3.7194 3.1693
H -0.5693 -2.2694 1.3080
H 1.9785 -3.3970 -1.8173
H 4.1840 -3.5387 3.5468
H 5.4207 -1.6210 4.4886
H 4.3263 0.5983 4.6710
H 0.7373 -1.0487 3.0562
H -0.4978 5.1863 3.6505
H -2.5312 6.1343 2.5821
H -4.0010 4.6953 1.2330
H -4.1000 2.6338 -0.1437
H -4.6941 1.8181 1.2993
H -1.4404 1.3189 -0.7380
H -3.3335 -2.3308 0.0764
H -1.4871 1.3349 2.1011
*
```



Entry 4:
C4H13N2OS as an isolated structure at a distorted geometry. Source: the Open Molecules 2025 dataset; level of theory: ωB97M-V/def2-TZVPD.

Relative energy (zero: lowest compared OMol25 entry of this formula, charge and spin)   520.9 kJ/mol
Gap between HOMO and LUMO   0.211 Ha
DFT total energy   -20217.5347 eV

```
! wB97M-V def2-TZVPD RIJCOSX def2/J DEFGRID3
* xyz -1 1
N -0.7928 1.4185 0.4179
C -0.5683 -0.0283 0.0417
C 0.6976 -0.2538 -0.9643
S 1.2664 1.2135 -1.8039
C -0.4028 -0.9622 1.2972
N -2.4754 -3.0131 1.8380
C -3.3145 -2.5032 0.8613
H 0.0786 1.6484 0.8328
H -0.5908 1.9164 -0.5043
H -1.5537 -0.2705 -0.4299
H 0.4396 -1.0903 -1.7091
H 1.6497 -0.6239 -0.3948
H -1.1110 -0.8822 2.0568
H -0.4512 -2.0157 0.9448
H 0.6387 -0.8988 1.8895
H -4.1514 -3.0469 0.3806
H -3.4867 -1.4396 0.8072
H -1.9166 -2.7869 0.6398
H 3.4053 3.2215 0.2934
H 2.7737 2.1623 -0.4947
O 3.5525 2.2922 0.1680
*
```



| no. | HOMO (eV) |
| --- | --- |
| 1 | -9.937 |
| 2 | -8.989 |
| 3 | -10.280 |
| 4 | -3.151 |